Record 1
Formula: C34H44N2O2PtSe2
Source: the Open Molecules 2025 dataset
Level of theory: wB97M-V/def2-TZVPD

Properties
HOMO energy (alpha / beta) (eV): -7.306 / -7.362
E (eV): -176985.6517
HOMO-LUMO gap (alpha / beta) (eV): 5.706 / 5.761
F_max (eV/A): 0.5
ΔE to the lowest compared entry with this formula, charge and spin (kJ/mol): 23.55
LUMO level (alpha / beta) (eV): -1.60 / -1.60
2S+1: 1

The geometry in XYZ format:
```
85
Properties=species:S:1:pos:R:3:mulliken_charge:R:1
Pt -1.2946 -2.4630 -1.7207 0.818
C -0.8564 3.4382 3.4163 -1.580
C -2.0227 2.4680 3.1810 1.897
C -3.3289 3.2655 3.0680 -1.659
C -2.1236 1.5430 4.3936 -2.026
C -1.7880 1.6859 1.8893 -0.727
C -1.6980 0.3145 1.8343 -0.130
C -1.4700 -0.3357 0.6191 -0.503
Se -1.1491 -2.2158 0.7560 -0.303
C 0.7632 -2.1698 0.6599 -0.247
C 1.4648 -1.9666 1.8407 -0.240
C 2.8368 -1.8067 1.7966 -0.772
C 3.4250 -1.8483 0.5298 0.144
C 2.7522 -2.0434 -0.6675 -0.434
C 1.3540 -2.2352 -0.6002 1.980
O 0.6448 -2.4836 -1.7010 -1.179
C 3.5937 -2.0166 -1.9604 2.072
C 4.3155 -0.6616 -2.0516 -1.560
C 4.6319 -3.1477 -1.9041 -1.658
C 2.7991 -2.1862 -3.2606 -2.042
C 3.6999 -1.5698 3.0335 1.859
C 4.7461 -2.6868 3.1514 -1.645
C 2.8629 -1.5545 4.3123 -2.131
C 4.4139 -0.2164 2.9082 -1.589
C -1.3448 0.3338 -0.6160 1.374
O -1.1674 -0.2696 -1.7684 -1.043
C -1.3953 1.7661 -0.5481 -0.857
C -1.6193 2.3678 0.6758 0.215
C -1.1702 2.6133 -1.8081 2.564
C -1.2189 4.1158 -1.5172 -2.450
C 0.2143 2.2989 -2.3967 -1.862
C -2.2531 2.3114 -2.8485 -1.581
H -1.0053 3.9940 4.3463 0.468
H 0.0875 2.8927 3.4884 0.310
H -0.7637 4.1618 2.6044 0.308
H -3.5154 3.8284 3.9869 0.467
H -3.2914 3.9758 2.2395 0.289
H -4.1746 2.5951 2.8976 0.349
H -2.2816 2.1389 5.2951 0.433
H -2.9618 0.8479 4.3023 0.378
H -1.2076 0.9634 4.5327 0.288
H -1.7858 -0.2854 2.7312 0.565
H 0.9163 -1.9195 2.7732 0.448
H 4.4979 -1.7036 0.4735 0.293
H 4.9830 -0.4878 -1.2063 0.287
H 4.9152 -0.6223 -2.9647 0.479
H 3.5907 0.1550 -2.0824 0.268
H 5.3058 -3.0444 -1.0517 0.264
H 4.1373 -4.1185 -1.8266 0.350
H 5.2376 -3.1439 -2.8143 0.462
H 2.0446 -1.4093 -3.3802 0.222
H 3.5022 -2.1187 -4.0956 0.538
H 2.2960 -3.1505 -3.3106 0.351
H 4.2612 -3.6622 3.2315 0.352
H 5.4060 -2.7103 2.2822 0.291
H 5.3651 -2.5360 4.0398 0.463
H 2.3457 -2.5047 4.4663 0.379
H 3.5146 -1.3855 5.1720 0.435
H 2.1188 -0.7542 4.2956 0.337
H 5.0714 -0.1890 2.0372 0.314
H 3.6880 0.5935 2.8066 0.322
H 5.0234 -0.0242 3.7953 0.466
H -1.6603 3.4482 0.7060 0.355
H -0.4585 4.4168 -0.7933 0.432
H -1.0259 4.6589 -2.4449 0.459
H -2.1975 4.4314 -1.1468 0.413
H 0.9987 2.5671 -1.6838 0.399
H 0.3114 1.2412 -2.6355 0.304
H 0.3710 2.8828 -3.3089 0.477
H -3.2494 2.4831 -2.4311 0.375
H -2.1276 2.9619 -3.7200 0.493
H -2.1857 1.2770 -3.1678 0.071
Se -4.3743 -3.3158 -0.7174 0.331
N -3.3337 -2.5271 -1.9359 -0.386
C -4.0974 -1.7453 -2.6843 1.260
C -3.6508 -0.9592 -3.7907 -0.570
C -4.5684 -0.2258 -4.4544 -0.473
C -5.9631 -0.2184 -4.0855 -0.540
C -6.4296 -0.9612 -3.0620 -0.705
C -5.4967 -1.7658 -2.3247 0.698
N -5.8276 -2.5359 -1.3069 -0.774
H -2.6034 -0.9539 -4.0555 0.257
H -4.2500 0.3875 -5.2874 0.404
H -6.6466 0.4016 -4.6507 0.388
H -7.4734 -0.9706 -2.7804 0.450
```



Record 2
Formula: C5H7NO
Source: the Open Molecules 2025 dataset
Level of theory: wB97M-V/def2-TZVPD

Properties
HOMO energy (eV): -8.393
E (eV): -8836.1805
HOMO-LUMO gap (eV): 9.238
F_max (eV/A): 0.3
ΔE to the lowest compared entry with this formula, charge and spin (kJ/mol): 2.15
SMILES string: CC1=CNC(=O)C1
LUMO level (eV): 0.84
2S+1: 1

The geometry in XYZ format:
```
14
Properties=species:S:1:pos:R:3:mulliken_charge:R:1
C -1.8657 0.6416 -0.3655 -1.232
C -0.4421 0.2711 -0.0931 0.547
C 0.6037 1.0866 0.0774 -0.616
N 1.7846 0.3666 0.3391 -0.030
C 1.5589 -0.9922 0.2806 0.117
O 2.3987 -1.8610 0.3731 -0.622
C 0.0553 -1.1450 0.0625 -0.225
H -1.9335 1.6391 -0.8097 0.343
H -2.4702 0.6410 0.5495 0.254
H -2.3339 -0.0663 -1.0594 0.310
H 0.6294 2.1690 0.0536 0.394
H 2.7171 0.7470 0.3495 0.221
H -0.3807 -1.6583 0.9283 0.243
H -0.1287 -1.7770 -0.8135 0.295
```



Record 3
Formula: C40H30AsClN3O4RbS2
Source: the Open Molecules 2025 dataset
Level of theory: wB97M-V/def2-TZVPD

Properties
HOMO energy (eV): -0.912
E (eV): -150315.0999
HOMO-LUMO gap (eV): 4.533
F_max (eV/A): 2.3
ΔE to the lowest compared entry with this formula, charge and spin (kJ/mol): 122.17
LUMO level (eV): 3.62
Charge: -2
2S+1: 1

The geometry in XYZ format:
```
82
Properties=species:S:1:pos:R:3:mulliken_charge:R:1
Rb 0.4936 1.4020 0.2248 0.877
S 0.1696 -1.1900 3.4271 -0.161
C 1.4806 -0.3534 4.1942 -0.086
C 2.7052 -1.0241 4.3835 -0.849
C 3.8334 -0.4318 4.9477 0.528
C 5.0367 -1.2074 5.0945 -0.101
N 5.9830 -1.8588 5.2013 -0.675
C 3.7564 0.9072 5.3666 0.703
C 2.5419 1.5733 5.2456 -0.998
C 1.3810 0.9840 4.7110 -0.108
S -0.1055 1.8656 4.7082 -0.301
C 4.8939 1.5680 5.9484 0.047
N 5.8061 2.0983 6.4135 -0.663
H 2.7612 -2.0605 4.0830 0.621
H 2.4740 2.5902 5.6081 0.444
C -1.9566 -0.3709 -6.5623 -0.463
O -2.0262 1.0401 -6.4834 -0.474
C -1.6369 1.6154 -5.3076 1.019
C -1.5376 3.0143 -5.3329 -1.083
C -1.1683 3.6568 -4.1691 -0.380
C -0.8581 2.9694 -2.9930 0.176
C -0.3378 3.7183 -1.8262 0.370
C -1.1060 4.9424 -1.3794 -0.955
O 0.6604 3.3807 -1.2079 -0.898
C -1.0002 1.5374 -2.9346 -0.702
O -0.8280 0.8651 -1.8698 -0.156
C -1.4073 0.9011 -4.1556 -0.059
H -1.9006 -0.6249 -7.6201 0.260
H -2.8465 -0.8384 -6.1317 0.289
H -1.0745 -0.7648 -6.0546 0.059
H -1.7300 3.5475 -6.2553 0.399
H -1.0789 4.7397 -4.1826 0.362
H -1.7074 5.3742 -2.1772 0.456
H -0.4250 5.6791 -0.9504 0.299
H -1.7759 4.6124 -0.5833 -0.046
H -1.5459 -0.1727 -4.1076 0.535
Cl -4.2635 5.8060 2.9580 -0.280
C -2.6405 5.1698 2.8408 0.244
C -1.6145 5.7262 3.5897 -0.308
C -0.3561 5.1843 3.4600 -0.507
C -0.1657 4.1045 2.5968 -0.590
N -1.1413 3.6176 1.8352 0.498
C -2.3653 4.1265 1.9823 -0.594
H -1.8122 6.5580 4.2534 0.397
H 0.4733 5.5598 4.0424 0.392
H 0.8308 3.7286 2.4094 0.321
H -3.1593 3.6853 1.3855 0.425
O 1.7016 -0.6758 0.1361 -1.243
As 0.6205 -1.8765 -0.1257 1.994
C -1.3167 -1.6685 -0.1024 1.061
C -2.0274 -2.4573 -1.0041 -0.490
C -3.4120 -2.5307 -0.9223 -0.844
C -4.0868 -1.8206 0.0627 -0.541
C -3.3793 -1.0230 0.9512 -1.027
C -1.9962 -0.9384 0.8686 -0.237
C 0.9587 -2.5417 -1.9304 -0.135
C 1.3467 -3.8490 -2.2017 -0.045
C 1.6700 -4.2278 -3.4997 -0.717
C 1.6168 -3.2987 -4.5303 -0.603
C 1.2411 -1.9856 -4.2612 -0.514
C 0.9118 -1.6055 -2.9673 -0.265
C 0.9842 -3.4460 0.9289 0.254
C 2.2012 -3.4899 1.5952 -0.790
C 2.5628 -4.6253 2.3022 -0.531
C 1.7011 -5.7161 2.3461 -0.445
C 0.4827 -5.6704 1.6818 -0.727
C 0.1239 -4.5335 0.9652 -0.166
H -1.5061 -3.0031 -1.7795 0.389
H -3.9607 -3.1452 -1.6252 0.393
H -5.1678 -1.8863 0.1339 0.348
H -3.8944 -0.4695 1.7253 0.460
H -1.4503 -0.3387 1.5876 0.398
H 1.4038 -4.5720 -1.3991 0.336
H 1.9728 -5.2485 -3.7060 0.383
H 1.8775 -3.5912 -5.5410 0.353
H 1.2127 -1.2532 -5.0607 0.503
H 0.6039 -0.5894 -2.7442 0.242
H 2.8402 -2.6167 1.5594 0.402
H 3.5026 -4.6494 2.8404 0.432
H 1.9783 -6.6033 2.9050 0.355
H -0.1912 -6.5174 1.7235 0.366
H -0.8351 -4.4870 0.4614 0.368
```



Record 4
Formula: C15H16N4O2S3
Source: the Open Molecules 2025 dataset
Level of theory: wB97M-V/def2-TZVPD

Properties
HOMO energy (eV): -8.321
E (eV): -58376.1653
HOMO-LUMO gap (eV): 8.810
F_max (eV/A): 1.3
ΔE to the lowest compared entry with this formula, charge and spin (kJ/mol): 0.00
SMILES string: CCOC(=O)CSc1nnc(CSc2nc3ccccc3s2)n1C
LUMO level (eV): 0.49
2S+1: 1

The geometry in XYZ format:
```
40
Properties=species:S:1:pos:R:3:mulliken_charge:R:1
C 0.9414 -5.9283 -1.6846 -1.099
C 0.5160 -5.3389 -0.3482 -0.352
H -0.5332 -5.0368 -0.3617 0.348
H 0.6867 -6.0587 0.4583 0.335
O 1.2400 -4.1422 -0.0557 -0.206
C 2.4287 -4.2758 0.5179 0.550
O 2.9528 -5.3213 0.7925 -0.589
C 3.0640 -2.9348 0.8292 -0.570
H 4.1364 -2.9804 0.6449 0.431
H 2.8723 -2.6972 1.8775 0.296
S 2.3837 -1.5783 -0.1572 -0.240
C 0.9434 -1.3002 0.7701 0.468
N 0.6496 -1.8509 1.9191 -0.228
N -0.5417 -1.3741 2.2946 -0.858
C -0.9641 -0.5391 1.3847 0.586
N -0.0413 -0.4453 0.3737 0.192
C -0.0910 0.3081 -0.8471 -0.334
H -0.6419 -0.2458 -1.6111 0.290
H 0.9271 0.4747 -1.1968 0.383
H -0.5797 1.2667 -0.6620 -0.125
C -2.2425 0.1938 1.4504 -0.736
H -2.5365 0.6077 0.4890 0.378
H -3.0155 -0.4561 1.8574 0.383
S -2.1695 1.6007 2.6384 -0.142
C -1.7464 2.9080 1.5909 0.270
N -1.5474 2.8206 0.3251 -0.310
C -1.2497 4.0365 -0.2267 -0.207
C -0.9785 4.2729 -1.5704 -0.424
C -0.6956 5.5617 -1.9723 -0.578
C -0.6777 6.6131 -1.0598 -0.454
C -0.9422 6.3986 0.2798 -0.499
C -1.2268 5.1088 0.6899 0.731
S -1.5942 4.5226 2.2917 -0.243
H -0.9287 7.2094 0.9906 0.385
H -0.4537 7.6118 -1.4021 0.375
H -0.4842 5.7592 -3.0122 0.378
H -0.9954 3.4532 -2.2713 0.434
H 1.9837 -6.2344 -1.6399 0.307
H 0.3294 -6.7968 -1.9100 0.384
H 0.8221 -5.1929 -2.4769 0.292
```